(1)
H3O3P3 | wB97M-V/def2-TZVPD

Each line ends with the Mulliken charge.
Element x y z (Å)
1 O -1.32082 -1.82979 -0.40598  -0.861
2 O -0.81001 0.79433 -1.20079  -0.584
3 O -2.66327 0.40923 0.50779  -0.724
4 P 1.09904 1.08739 -0.39668  -0.320
5 P 0.33140 0.10747 1.38762  -0.264
6 P -1.38513 -0.12772 -0.07593  0.697
7 H 1.21983 0.02812 -1.13133  -0.019
8 H 2.50211 0.69560 0.30569  0.044
9 H 1.02686 -1.16464 1.00961  0.031

Computed properties:
- Kohn-Sham gap: 7.261 eV
- Molecular weight: 143.943 g/mol
- LUMO: 7.5 eV
- Net charge: -2
- E_HOMO: 0.27 eV


(2)
C24H51AsN6OSSnTe | wB97M-V/def2-TZVPD

Each line ends with the Mulliken charge.
Element x y z (Å)
1 Sn -0.39510 -0.05097 -0.19528  1.013
2 C -3.30080 -1.18607 0.99602  -0.655
3 C -2.28690 -1.93727 1.89932  -0.760
4 N -1.01170 -1.24017 2.06242  -0.153
5 C -0.93750 -0.37967 3.24792  -0.773
6 C -0.22940 0.94743 2.95102  -0.633
7 N -0.64640 1.56163 1.68892  -0.036
8 C -1.96690 2.18933 1.69922  -0.458
9 C -3.11540 1.18363 1.62392  -0.925
10 N -2.86770 0.15573 0.60982  0.021
11 H -3.40710 -1.75917 0.07412  0.327
12 H -4.27900 -1.15107 1.48832  0.380
13 H -2.74270 -2.14377 2.87402  0.386
14 H -2.07600 -2.89187 1.41622  0.446
15 H -0.29340 -1.95357 2.14842  0.148
16 H -1.94450 -0.18407 3.61422  0.268
17 H -0.38780 -0.86617 4.06262  0.574
18 H -0.39810 1.63193 3.79082  0.414
19 H 0.84540 0.75893 2.87032  0.092
20 H 0.02660 2.29883 1.49482  0.270
21 H -2.10290 2.80943 2.59252  0.412
22 H -2.02820 2.83293 0.82042  0.045
23 H -3.25610 0.70473 2.58832  0.217
24 H -4.02810 1.74593 1.40772  0.587
25 H -3.38290 0.40773 -0.22578  0.199
26 C 2.77450 1.10023 -1.62068  -0.914
27 O 2.13650 0.84573 -0.39068  -0.067
28 H 3.85650 1.17713 -1.49688  0.396
29 H 2.39740 2.05123 -1.99738  0.229
30 H 2.55970 0.31683 -2.35068  0.292
31 C -1.85250 0.06103 -3.41788  -0.837
32 N -2.21230 1.45513 -3.40078  0.132
33 C -3.63290 1.68673 -3.58618  -1.237
34 C -1.47490 2.32173 -2.64268  0.443
35 N -0.71220 1.85883 -1.67818  0.042
36 N -1.54420 3.63173 -2.95608  0.098
37 C -1.95800 4.12273 -4.25638  -1.193
38 C -0.92980 4.63853 -2.11618  -1.145
39 H -2.24360 -0.37307 -4.33848  0.444
40 H -2.26300 -0.49447 -2.55738  0.037
41 H -0.76570 -0.04377 -3.40508  0.260
42 H -4.20020 0.96033 -2.99568  0.351
43 H -3.90560 1.57143 -4.63478  0.339
44 H -3.90970 2.68153 -3.25388  0.431
45 H -0.03520 2.54873 -1.36388  -0.098
46 H -2.03580 3.30453 -4.96628  0.376
47 H -1.20300 4.82403 -4.61638  0.449
48 H -2.91410 4.64693 -4.19558  0.346
49 H -1.04400 4.38953 -1.06178  0.350
50 H -1.43000 5.58903 -2.29428  0.403
51 H 0.13180 4.75923 -2.35078  0.352
52 C -0.52600 -3.73277 -4.67488  -0.988
53 As -1.30900 -4.13927 -2.93828  0.512
54 C -3.24560 -3.97527 -3.12758  -1.034
55 C -0.98420 -6.02117 -2.59818  -1.044
56 S -0.55760 -2.97107 -1.36138  -0.657
57 H -1.02110 -4.33227 -5.43628  0.414
58 H 0.53540 -3.98677 -4.65808  0.353
59 H -0.63130 -2.67417 -4.91668  0.273
60 H -3.58090 -4.67467 -3.89148  0.426
61 H -3.52620 -2.95907 -3.41078  0.287
62 H -3.72740 -4.22767 -2.18018  0.346
63 H -1.39290 -6.60707 -3.42078  0.409
64 H -1.46810 -6.31617 -1.66428  0.340
65 H 0.08760 -6.20957 -2.51318  0.349
66 C 6.03620 0.52443 5.89772  -1.504
67 C 5.18150 0.30343 4.69342  0.437
68 C 5.21350 1.18013 3.61852  -0.971
69 C 4.48490 0.94153 2.46112  0.883
70 C 4.59340 1.88753 1.31142  -1.254
71 C 3.68920 -0.20197 2.38782  0.239
72 Te 2.71740 -0.87517 0.58012  0.328
73 C 3.64690 -1.10967 3.45072  1.275
74 C 2.91930 -2.41647 3.37342  -1.565
75 C 4.38800 -0.83117 4.58952  -0.986
76 H 6.39070 1.54953 5.94292  0.372
77 H 6.90350 -0.13437 5.85192  0.323
78 H 5.49560 0.29483 6.81272  0.395
79 H 5.84090 2.05743 3.67222  0.412
80 H 5.52340 2.44623 1.35102  0.490
81 H 3.76900 2.59983 1.30382  0.299
82 H 4.57050 1.32283 0.38172  0.001
83 H 1.97010 -2.33477 2.83802  -0.107
84 H 2.73010 -2.81117 4.36822  0.425
85 H 3.53410 -3.14377 2.84442  0.399
86 H 4.37190 -1.53847 5.40572  0.438

Computed properties:
- Kohn-Sham gap: 7.355 eV
- Molecular weight: 793.013 g/mol
- LUMO: -5.1 eV
- Net charge: +2
- E_HOMO: -12.47 eV


(3)
C50H45N3O4PtS2Sb | wB97M-V/def2-TZVPD

Each line ends with the Mulliken charge.
Element x y z (Å)
1 Pt 0.28301 2.02753 -1.31249  2.911
2 O 1.58397 5.30263 2.91820  -0.511
3 C 0.42553 4.79812 3.37365  1.254
4 C -0.14820 5.26664 4.55385  -0.816
5 C -1.35482 4.77274 5.00213  -0.673
6 C -2.02300 3.77683 4.28606  -1.405
7 C -1.46373 3.29684 3.13040  0.126
8 C -0.24000 3.79270 2.64332  -0.303
9 C 0.24877 3.25612 1.38222  0.615
10 O -0.47835 2.43701 0.70578  -0.377
11 N 1.42638 3.62240 0.92270  -1.388
12 N 1.72256 3.20543 -0.26346  0.678
13 C 2.79792 3.48289 -0.90712  -0.616
14 C 2.91254 2.98010 -2.23973  1.030
15 C 4.02613 3.15601 -3.03822  -0.874
16 C 4.03394 2.60641 -4.31332  -0.449
17 C 2.92701 1.89681 -4.75482  -0.790
18 C 1.83639 1.77424 -3.91196  -0.008
19 N 1.83878 2.31012 -2.68787  0.177
20 H 1.90957 5.99375 3.51034  0.391
21 H 0.36928 6.03289 5.11964  0.334
22 H -1.78520 5.16775 5.91270  0.444
23 H -2.96992 3.39661 4.64352  0.476
24 H -1.95275 2.51795 2.56320  0.206
25 H 3.56883 4.08965 -0.44899  0.518
26 H 4.87297 3.71656 -2.66608  0.559
27 H 4.89732 2.73008 -4.95356  0.498
28 H 2.89985 1.45149 -5.73889  0.483
29 H 0.94778 1.23683 -4.21054  0.548
30 C -6.43116 -3.64598 -2.60295  -1.497
31 C -5.18599 -2.92311 -2.18295  0.924
32 C -5.27229 -1.72825 -1.45746  -0.944
33 C -4.14069 -1.02209 -1.10494  -0.477
34 C -2.89655 -1.53053 -1.46633  -0.020
35 C -2.77643 -2.70846 -2.18977  -0.206
36 C -3.92592 -3.40383 -2.53139  -1.052
37 S -1.38410 -0.71840 -1.05858  1.137
38 O -1.62746 0.80800 -1.27212  -1.162
39 C -1.37343 -0.92882 0.72406  0.840
40 C -2.07603 -0.03335 1.55404  -0.804
41 C -2.03319 -0.21148 2.90386  -0.774
42 C -1.23874 -1.23353 3.48060  0.666
43 C -1.09156 -1.34629 4.88284  -1.058
44 C -0.25095 -2.27721 5.42088  -0.768
45 C 0.46578 -3.15976 4.58307  -0.983
46 C 0.32325 -3.09733 3.22700  -0.715
47 C -0.52908 -2.12943 2.63894  0.688
48 C -0.62955 -1.97143 1.23054  -0.321
49 C 0.08123 -2.87628 0.28351  -0.512
50 C -0.34403 -4.21754 0.07084  1.068
51 C -1.41471 -4.79563 0.79762  -0.750
52 C -1.80123 -6.08114 0.55169  -1.037
53 C -1.14925 -6.84984 -0.43744  -0.730
54 C -0.13274 -6.31056 -1.17159  -1.012
55 C 0.29975 -4.98472 -0.93813  0.843
56 C 1.35165 -4.41049 -1.69786  -1.497
57 C 1.77108 -3.13671 -1.46696  -1.092
58 C 1.12973 -2.38313 -0.46379  1.137
59 S 1.61157 -0.69158 -0.15468  1.164
60 O 1.29058 0.01136 -1.50986  -0.595
61 C 3.37678 -0.83399 -0.09460  0.083
62 C 4.14745 -0.59281 -1.22160  -0.500
63 C 5.52719 -0.69297 -1.12115  -1.048
64 C 6.14308 -1.00420 0.09030  0.915
65 C 7.63830 -1.06841 0.20762  -1.488
66 C 5.33714 -1.22671 1.20969  -0.889
67 C 3.95973 -1.13464 1.12997  -0.569
68 H -7.14706 -3.70011 -1.78295  0.395
69 H -6.21134 -4.65375 -2.94788  0.377
70 H -6.92132 -3.11044 -3.41839  0.320
71 H -6.24492 -1.34616 -1.17234  0.461
72 H -4.21973 -0.09222 -0.55573  0.366
73 H -1.79973 -3.07754 -2.48247  0.523
74 H -3.84147 -4.32349 -3.09620  0.410
75 H -2.64596 0.77257 1.11141  0.471
76 H -2.61081 0.42974 3.55859  0.695
77 H -1.63893 -0.66567 5.52340  0.493
78 H -0.12051 -2.33368 6.49326  0.439
79 H 1.13270 -3.88918 5.02308  0.492
80 H 0.86898 -3.78288 2.59068  0.586
81 H -1.91075 -4.21800 1.56676  0.575
82 H -2.60287 -6.52191 1.12934  0.496
83 H -1.45908 -7.87194 -0.60920  0.460
84 H 0.35713 -6.89383 -1.94138  0.495
85 H 1.83863 -5.01120 -2.45596  0.476
86 H 2.59570 -2.71166 -2.02384  0.561
87 H 3.67015 -0.33528 -2.15992  0.573
88 H 6.13856 -0.52867 -2.00028  0.378
89 H 8.11796 -1.08138 -0.76875  0.376
90 H 7.94853 -1.95165 0.76504  0.401
91 H 8.00939 -0.20068 0.75664  0.310
92 H 5.80018 -1.46578 2.15897  0.444
93 H 3.34220 -1.29841 2.00686  0.605
94 C -2.76912 3.51883 -3.50066  -1.134
95 Sb -1.68540 3.70174 -1.69478  0.647
96 C -3.14623 3.68457 -0.17636  -0.914
97 C -0.99397 5.70254 -1.69388  -1.219
98 H -3.55777 4.27005 -3.45134  0.436
99 H -3.19602 2.52107 -3.57187  0.367
100 H -2.12102 3.71188 -4.35225  0.402
101 H -3.88755 4.43745 -0.44512  0.657
102 H -2.68017 3.92600 0.77492  0.211
103 H -3.60613 2.70037 -0.13352  0.135
104 H -1.86929 6.35072 -1.74065  0.453
105 H -0.36299 5.87849 -2.56293  0.386
106 H -0.43172 5.90559 -0.78390  0.392

Computed properties:
- Kohn-Sham gap: 4.703 eV
- Molecular weight: 1132.899 g/mol
- LUMO: -10.0 eV
- Net charge: +3
- E_HOMO: -14.67 eV


(4)
C2H2Cl2O2S | wB97M-V/def2-TZVPD

Each line ends with the Mulliken charge.
Element x y z (Å)
1 C -0.32578 0.19087 -0.11922  -0.595
2 C 2.40031 -0.74413 -1.55273  0.168
3 O -0.12364 -1.14681 -2.33602  -0.579
4 O 0.68748 1.19101 -2.30472  -0.576
5 S 0.46155 -0.04946 -1.63425  1.028
6 Cl 2.58319 -2.36213 -1.23803  -0.054
7 Cl 3.59381 0.30807 -1.07251  -0.060
8 H -0.54025 -0.72341 0.40306  0.335
9 H 0.09047 0.99760 0.46159  0.333

Computed properties:
- Kohn-Sham gap (spin up / spin down): 6.260 / 8.975 eV
- Molecular weight: 161.009 g/mol
- LUMO (spin up / spin down): -2.6 / -1.5 eV
- E_HOMO (spin up / spin down): -8.91 / -10.47 eV